No. 1
# C29H29F10N4S3SiW

A molecular structure, C29H29F10N4S3SiW (ωB97M-V/def2-TZVPD, the OMol25 dataset).

Values from the calculation:
Highest occupied orbital energy in eV: -3.89
LUMO in eV: 2.49
Charge: -1
2S+1: 1

XYZ file:
```
77
C29H29F10N4S3SiW (ωB97M-V/def2-TZVPD)
F -3.90 -4.03 2.88
C 2.86 -2.77 0.01
N 0.16 1.09 -2.18
H 2.08 5.79 2.18
H -1.21 5.61 2.98
C -2.19 3.71 -1.06
H 0.85 -5.13 0.79
H 4.54 -3.79 0.89
H -2.15 2.99 3.35
H 4.89 -2.97 -0.64
F -2.69 -5.31 -1.51
H 0.00 6.02 4.18
C -1.91 -3.13 1.94
C 1.70 4.87 1.74
S 2.84 -1.15 -0.70
C -1.67 2.50 -1.46
H -1.70 -1.98 -2.56
W 0.68 -0.33 -0.72
C -0.10 -3.93 -2.55
C -0.10 4.75 -1.56
H 2.47 2.55 3.90
F -2.49 1.44 -1.47
H -0.99 -4.04 -3.19
F -1.90 6.04 -0.74
H 1.12 5.13 0.85
H -3.45 1.09 2.44
H 1.20 -4.36 2.34
C 0.13 1.69 1.25
H 3.99 -4.49 -0.64
C -0.34 2.34 -1.87
N -0.62 0.71 0.71
C 0.42 3.52 -1.92
C -3.27 -4.66 0.68
H -1.46 -0.34 -3.18
H -1.24 -1.74 -4.27
C -3.04 -3.93 1.84
H 1.81 -2.89 -2.69
F -4.37 -5.43 0.62
F -3.47 3.81 -0.67
H 0.89 -2.95 -4.21
Si 0.65 3.95 2.99
N -0.34 -3.53 -1.23
S 0.44 -2.05 0.61
C -0.55 5.19 3.74
H 1.12 2.65 5.04
H 2.55 4.27 1.41
F -1.78 -2.45 3.08
F 0.54 -1.75 2.35
N 0.31 -1.44 -2.85
C -1.25 -3.79 -0.34
C -1.02 -3.06 0.88
H 0.46 -4.88 -2.63
F 1.70 3.47 -2.31
C -2.44 1.29 2.10
H -1.17 4.76 4.53
H -2.38 -0.35 0.69
C 1.58 -4.52 1.33
C -1.40 4.85 -1.11
H 2.14 -0.71 -3.52
F 0.66 5.85 -1.61
C -0.38 2.58 2.22
C 4.14 -3.55 -0.10
C 1.73 3.23 4.34
H 1.63 1.52 -3.65
H 0.90 -0.81 -4.78
C -1.86 0.48 1.14
H 0.01 1.27 -4.28
S 1.73 1.55 0.61
C -1.12 -1.37 -3.24
C 0.81 -2.83 -3.12
H 2.25 4.01 4.89
C 1.77 -3.21 0.64
C 1.08 -0.54 -3.73
C -2.42 -4.59 -0.39
C 0.72 0.93 -3.51
C -1.69 2.34 2.61
H 2.52 -5.06 1.39
```

***

No. 2
# C29H29GeN5O3OsP

A molecular structure, C29H29GeN5O3OsP (ωB97M-V/def2-TZVPD, the OMol25 dataset).

Values from the calculation:
Highest occupied orbital energy (spin up / spin down) in eV: -14.09 / -14.14
LUMO (spin up / spin down) in eV: -6.28 / -10.07
Charge: +2
2S+1: 6

XYZ file:
```
69
C29H29GeN5O3OsP (ωB97M-V/def2-TZVPD)
C -1.60 -0.13 3.24
H -1.50 1.18 -2.05
C -0.29 -4.43 -0.93
C -5.02 1.33 -0.47
C -4.75 2.02 -1.64
N 2.95 -0.54 0.94
H 1.42 4.49 0.16
H -1.88 0.31 5.32
H 6.97 -2.54 0.09
C -2.32 -2.32 2.53
C -2.49 1.21 -1.61
H 3.17 2.36 -3.64
H -0.26 4.15 -2.10
C -1.46 3.25 0.90
C 2.31 4.31 -0.45
H -0.68 -5.34 -2.86
H 4.21 2.76 -2.25
N -0.48 2.55 0.82
C -1.12 -2.16 -0.70
P 1.91 3.19 -1.79
H 0.22 -5.30 -0.53
H -2.47 -3.06 1.75
C -1.76 -1.07 2.23
H -4.25 0.05 1.06
N 3.38 0.54 1.39
C -2.00 -0.43 4.54
H -0.10 -3.30 0.86
H 2.65 5.26 -0.86
C -2.71 -2.62 3.82
O 1.66 -0.67 0.54
C -2.76 0.52 -0.43
H 0.28 3.23 -3.52
C -1.49 -3.32 -2.79
H -6.01 1.38 -0.03
C 5.13 -1.53 0.49
H 2.22 -3.03 1.38
H -1.18 0.85 3.03
O 1.51 1.80 -1.29
C -4.03 0.58 0.15
Os 0.61 1.03 0.54
C 0.59 3.93 -2.75
C 3.25 -2.95 1.06
N -4.60 4.72 0.27
C 3.80 -1.70 0.83
C 5.39 -3.92 0.57
Ge -1.35 -0.55 0.40
C -0.80 -4.45 -2.25
H 3.56 4.06 -3.27
N -2.37 4.02 1.07
O 2.52 1.49 1.42
H -3.29 2.50 -3.13
C -1.64 -2.20 -2.04
H 6.02 -4.79 0.47
H 5.53 -0.54 0.32
H 0.93 4.86 -3.21
H -1.89 -3.37 -3.80
H 3.09 3.87 0.17
C 5.93 -2.65 0.36
C -3.49 1.96 -2.22
H -3.15 -3.58 4.05
C -3.56 4.39 0.64
H -5.53 2.62 -2.10
H 3.65 -5.05 1.12
C 4.06 -4.07 0.93
C -0.46 -3.32 -0.16
C 3.35 3.08 -2.84
C -2.54 -1.67 4.83
H -2.17 -1.35 -2.44
H -2.84 -1.91 5.84
```

***

No. 3
# C29H29IN7O4Zn

A molecular structure, C29H29IN7O4Zn (ωB97M-V/def2-TZVPD, the OMol25 dataset).

Values from the calculation:
Highest occupied orbital energy in eV: -5.24
LUMO in eV: 2.14
Charge: -1
2S+1: 1

XYZ file:
```
71
C29H29IN7O4Zn (ωB97M-V/def2-TZVPD)
H 2.22 3.26 3.15
H -6.10 0.15 3.68
C -4.73 1.86 -3.32
N 2.99 0.82 -0.46
H 1.19 1.66 -0.10
I -5.49 3.37 -2.00
C -0.98 -1.23 -5.47
C -2.48 1.09 1.08
H -2.47 2.84 -3.40
C 2.18 1.55 0.30
C 4.28 0.75 -0.16
H 0.60 -0.56 2.75
H -4.63 2.37 -4.28
N -2.28 1.92 -3.01
C 1.59 -0.95 2.95
H -1.87 2.20 4.23
C 1.61 -1.72 0.59
C 3.97 2.11 1.77
C -4.43 0.78 2.48
Zn 0.25 -0.45 -1.43
C 4.82 1.42 0.93
C 2.61 2.17 1.48
N -0.13 -1.34 -3.26
O 0.44 -1.23 0.46
H 4.89 0.11 -0.79
C 0.41 2.66 2.73
C 3.53 -2.14 2.17
O -3.49 0.10 -2.34
H 5.88 1.36 1.13
H -4.19 1.43 4.50
N 1.76 2.80 2.39
H 4.04 -2.66 1.37
H 2.95 -4.23 -1.76
H 1.51 -3.50 -5.23
C 2.29 -4.11 -2.62
H -0.95 1.56 -1.95
C -0.09 -2.21 -5.87
N -0.43 2.00 1.89
H 3.95 -1.14 5.38
H -6.07 -0.55 2.06
C 0.80 -2.74 -4.94
C 1.63 -2.77 -2.55
H 2.87 -4.24 -3.53
H -1.99 1.01 0.12
C -0.97 -0.82 -4.15
H -6.54 1.13 2.28
H -1.69 -0.79 -6.17
O 0.07 3.15 3.80
H 4.35 2.60 2.66
C -3.78 0.66 1.25
H -0.15 1.78 0.95
H -5.50 1.10 -3.36
C 0.76 -2.27 -3.64
C 4.13 -1.97 3.41
N 1.67 -1.99 -1.55
C 3.47 -1.28 4.41
H -1.66 -0.07 -3.76
O -0.22 1.31 -1.32
H -0.07 -2.56 -6.90
C -2.40 1.77 3.39
H 1.68 -0.23 4.96
C -5.86 0.35 2.64
H -4.29 0.24 0.40
C 2.26 -1.63 1.94
N 2.31 -2.27 -0.39
C 2.20 -0.77 4.19
C -1.78 1.65 2.16
H 5.12 -2.37 3.58
C -3.71 1.33 3.53
C -3.40 1.25 -2.84
H 1.54 -4.90 -2.59
```

***

No. 4
# C29H29MoN7OPS3

A molecular structure, C29H29MoN7OPS3 (ωB97M-V/def2-TZVPD, the OMol25 dataset).

Values from the calculation:
Highest occupied orbital energy (spin up / spin down) in eV: -19.25 / -19.26
LUMO (spin up / spin down) in eV: -13.75 / -13.55
Charge: +4
2S+1: 2

XYZ file:
```
71
C29H29MoN7OPS3 (ωB97M-V/def2-TZVPD)
N -0.53 0.88 1.30
H 4.31 -0.23 -2.10
H 2.42 2.47 4.41
C -2.96 -4.47 -2.72
Mo 0.39 -0.53 -0.11
H -1.84 -2.95 1.34
C 2.21 -2.69 -1.36
H 1.80 0.71 5.90
C 0.09 1.22 -2.65
C -2.42 -2.32 -1.80
N 1.99 -0.60 4.26
H 5.78 -2.21 -2.66
P -2.09 -1.27 -0.40
H -3.13 0.78 0.37
H 1.72 -1.53 4.54
H 2.67 1.15 0.79
H -4.21 -0.23 -0.61
C -0.61 2.24 -0.67
C -1.71 2.88 2.85
C -1.42 3.12 1.50
C 2.06 -0.21 3.00
C 2.96 -3.81 -1.66
N -0.10 1.16 -1.32
H -2.98 0.76 -1.41
C 4.78 -2.36 -2.29
H -2.82 -2.12 -5.16
C 2.95 1.54 4.21
C -1.47 4.50 -0.57
C -2.53 -2.14 1.12
S -2.40 6.53 0.21
H 0.49 0.34 -3.13
H -0.05 2.36 -4.45
C -2.66 -3.68 -1.62
H 2.36 2.69 1.65
C -1.71 4.36 0.81
H -3.53 -2.56 0.98
H -3.17 -5.53 -2.59
H 3.41 -0.01 5.71
N 2.76 -1.47 -1.53
H -2.57 -1.44 1.95
H -1.67 1.41 4.41
C -1.43 1.64 3.38
N 2.56 1.01 2.88
C -0.85 2.09 0.75
C 2.91 1.74 1.68
N -2.23 5.44 1.37
S 0.53 -2.68 -0.88
N -1.81 5.70 -1.04
C 4.00 -1.27 -1.99
C 4.26 -3.65 -2.12
C -3.00 -3.91 -3.99
C 2.56 0.40 5.18
C -0.84 0.67 2.59
H -3.25 -4.53 -4.84
H 4.02 1.73 4.21
H -0.96 4.38 -3.28
C -0.22 2.36 -3.38
H -2.31 -0.69 -3.23
C -2.76 -2.55 -4.17
C -2.47 -1.75 -3.08
H -2.17 3.67 3.44
O 1.97 -0.39 -1.27
H 2.53 -4.80 -1.52
C -0.93 3.42 -1.35
H 4.86 -4.51 -2.36
H -2.65 -4.14 -0.64
C -0.72 3.47 -2.74
H -0.62 -0.31 2.99
S 1.64 -1.37 1.74
C -3.19 0.16 -0.52
H 3.98 1.96 1.68
```

***

No. 5
# C29H29N3RuSi

A molecular structure, C29H29N3RuSi (ωB97M-V/def2-TZVPD, the OMol25 dataset).

Values from the calculation:
Highest occupied orbital energy (spin up / spin down) in eV: -11.76 / -13.00
LUMO (spin up / spin down) in eV: -6.35 / -10.50
Charge: +2
2S+1: 5

XYZ file:
```
63
C29H29N3RuSi (ωB97M-V/def2-TZVPD)
C 3.40 0.54 -4.13
Si -0.13 -0.48 -2.28
C 0.67 4.72 3.99
C 2.20 -0.03 3.23
C 2.82 0.92 1.20
H -4.16 -2.43 -4.67
H -2.31 2.30 4.67
H 3.21 1.61 0.46
H 4.25 1.18 -3.90
C 2.36 -1.15 -5.52
C -1.85 -4.15 -2.85
H 2.40 -1.82 -6.38
H -0.75 0.84 -1.92
H 0.32 -1.66 -5.02
H -3.87 -0.81 3.24
H -0.03 -2.19 0.48
C -2.99 -3.92 -3.64
C 2.41 -0.45 0.95
C -3.09 -1.19 2.60
C -0.92 -1.93 1.06
C 2.05 -1.03 2.21
H 1.00 3.50 2.20
C 3.47 -0.36 -5.20
C -0.62 2.75 3.42
H -0.11 -3.28 -1.90
H 2.45 -0.95 -0.01
H 1.75 -2.06 2.38
C -1.21 4.04 5.38
C -3.09 -2.44 2.00
C -3.30 -2.61 -4.03
C -1.03 -3.08 -2.46
C 0.42 3.65 3.11
C 0.36 1.78 -0.09
C -1.98 -0.33 2.39
C -2.00 -2.79 1.19
C -2.50 -1.53 -3.62
C 1.18 -0.27 -3.58
Ru 0.71 0.68 1.55
C -0.12 4.90 5.12
C 2.24 0.62 -3.36
H 1.00 1.42 -0.91
H 1.50 5.39 3.77
H 2.91 2.10 3.11
C -1.37 -1.77 -2.82
H -1.96 -3.74 0.65
H -3.91 -3.13 2.15
H 0.09 5.72 5.81
H -1.57 -5.17 -2.56
H -1.85 4.19 6.25
C 1.20 -1.08 -4.74
C -1.47 2.98 4.51
N -0.92 -0.71 1.62
H 4.39 -0.43 -5.79
N -0.80 1.55 2.69
H 0.67 2.80 0.14
H -0.68 1.81 -0.41
H 2.01 -0.17 4.29
C 2.67 1.17 2.60
H 0.59 -1.02 -1.10
N -1.92 0.89 3.00
H -3.62 -4.75 -3.95
H -2.72 -0.52 -3.96
H 2.16 1.38 -2.58
```

***

No. 6
# C29H30Br2F3N2O2PS

2 unconnected molecules or ions with the total composition C29H30Br2F3N2O2PS (ωB97M-V/def2-TZVPD, the OMol25 dataset).

Values from the calculation:
SMILES: CCP(C)c1ccc(/C(Br)=C(/C)Br)c2c1Sc1ccc(C(F)(F)F)cc1N2CCCOC(C)=O.c1ccncc1
Highest occupied orbital energy in eV: -7.98
LUMO in eV: 0.08
2S+1: 1

XYZ file:
```
70
C29H30Br2F3N2O2PS (ωB97M-V/def2-TZVPD)
O -0.90 3.07 -5.08
Br -2.37 -4.22 -0.27
H -0.51 0.93 -2.75
H 0.50 -4.72 -0.47
P -0.33 2.51 1.05
H 4.43 4.52 5.76
C 2.12 -4.35 0.91
H -1.45 -1.25 -3.27
C -0.37 -0.06 -0.09
C -0.37 -1.12 -3.43
H -4.16 -0.44 -0.15
C 4.99 3.47 3.97
H 1.13 0.44 -3.34
C -0.57 4.22 3.26
N 2.29 2.76 3.83
H -2.72 1.65 -3.37
H -1.81 2.46 3.07
H -1.47 4.80 3.02
F 2.04 -6.52 0.07
F 3.62 -6.08 1.50
Br -4.54 -1.10 -2.98
H -1.50 3.67 -0.80
C -3.08 -0.30 -0.14
H 2.76 1.74 2.12
H -0.25 4.35 4.29
C 4.10 3.90 4.93
C -1.13 1.91 -4.80
H -5.47 -4.07 -2.16
H -2.12 4.12 0.79
C -3.87 -2.68 -2.11
H -4.65 -3.87 -3.70
H 3.65 -3.74 2.25
C 2.77 3.52 4.82
C 2.34 -5.83 1.18
H -3.83 -4.81 -2.44
C 1.75 -1.71 0.37
H -2.62 0.40 -4.67
C -0.92 -1.22 -0.63
H -0.60 4.85 0.27
H 0.23 4.64 2.63
C -1.20 3.94 0.22
H 0.70 -2.91 -2.97
H -3.30 2.00 -5.03
H 2.04 3.84 5.56
C 2.90 -3.41 1.54
S 1.43 0.00 -0.06
C -2.95 -2.60 -1.15
C -0.76 2.70 2.86
C 2.73 -2.07 1.27
C 0.94 -2.65 -0.24
C -2.31 -1.34 -0.64
H -3.18 1.61 0.72
H -0.18 -1.52 -4.44
H 5.18 2.31 2.16
N -0.09 -2.26 -1.15
C -2.56 1.47 -4.44
C -2.51 0.84 0.34
H 1.51 -1.48 -2.37
C -4.48 -3.96 -2.62
C 0.05 0.36 -3.50
H 3.33 -1.32 1.77
H -0.11 2.10 3.50
C -1.13 0.99 0.38
C 0.51 -1.94 -2.48
F 1.61 -6.29 2.21
C 3.17 2.36 2.92
C 4.52 2.67 2.93
C 1.13 -3.99 0.03
H 6.04 3.74 4.02
O -0.18 0.93 -4.81
```

***

No. 7
# C29H30ClMnN3O6PS2Se2

A molecular structure, C29H30ClMnN3O6PS2Se2 (ωB97M-V/def2-TZVPD, the OMol25 dataset).

Values from the calculation:
Highest occupied orbital energy (spin up / spin down) in eV: -7.59 / -7.61
LUMO (spin up / spin down) in eV: -1.92 / -1.02
2S+1: 5

XYZ file:
```
75
C29H30ClMnN3O6PS2Se2 (ωB97M-V/def2-TZVPD)
H 4.09 6.31 -4.02
O -2.11 -2.05 5.57
C 2.14 5.28 1.13
C -1.14 1.57 2.19
H -0.91 -4.67 1.47
C 3.75 5.29 -3.90
C 1.87 -0.30 -5.91
H -0.72 4.64 -0.54
C 2.42 3.65 -2.75
O -2.16 3.73 7.71
C 3.79 2.99 -4.62
O -1.73 2.43 1.51
C -0.74 -4.03 0.61
H 1.50 -1.20 -7.83
H 2.48 5.73 -2.23
Se -0.63 -2.18 1.23
Mn -0.51 1.49 -0.31
C 1.18 -0.46 -7.11
C -0.34 1.29 -6.45
C 2.54 3.97 1.30
H 2.04 1.92 0.86
C -1.49 0.26 4.29
H -2.15 1.33 7.46
H -2.03 1.82 -2.60
H 0.04 -2.90 -3.63
S 1.01 0.67 -1.98
O -1.57 4.87 5.98
C -1.92 1.37 6.40
H 1.71 3.38 -1.99
C 1.47 0.65 -4.99
H -1.62 -4.08 -0.04
H 3.46 3.72 1.81
H 2.74 6.09 1.51
H -1.20 1.91 -6.66
H 2.74 -0.91 -5.68
C 4.21 4.30 -4.77
H -3.11 -2.48 0.80
C -1.75 2.58 5.75
H -2.92 2.43 -1.10
H -2.79 -0.99 1.71
H 0.60 6.56 0.31
N -2.02 -1.08 6.29
H -2.80 -2.55 2.55
C 0.21 4.48 -0.01
O -2.09 -1.09 7.50
H 0.31 -5.47 -0.58
H -0.46 0.23 -8.32
C -1.50 2.67 4.40
C 0.95 5.55 0.46
C 1.75 2.96 0.78
H -1.15 -3.06 -2.32
S 3.95 -0.25 -3.30
H 0.03 2.18 -4.54
C -1.37 1.50 3.67
H 1.34 -4.61 0.57
C -2.12 1.84 -1.52
P 2.41 0.91 -3.46
C -1.80 0.24 5.64
O -0.33 0.73 1.68
C 0.51 -4.50 -0.12
C 2.85 4.96 -2.90
C 0.35 1.44 -5.26
C -0.24 -3.48 -2.75
H 4.16 2.22 -5.29
C 0.08 0.34 -7.38
Cl -2.23 0.17 -0.91
H -1.41 3.63 3.92
C 2.89 2.66 -3.60
C -2.54 -2.05 1.63
H 4.90 4.56 -5.56
Se 1.24 -3.33 -1.50
N -1.83 3.83 6.55
H -0.40 -4.51 -3.03
N 0.60 3.22 0.14
H -1.34 -0.66 3.75
```

***

no.,largest force on an atom (eV/Å),E (eV)
1,0.7,-105888.1603
2,1.2,-112387.9360
3,0.4,-105687.5762
4,0.1,-86635.6933
5,4.2,-45452.9241
6,1.7,-205996.1448
7,1.0,-252805.7477